The following is a DFT calculation (ωB97M-V/def2-TZVPD) of C27H24BaN10O3S as an isolated structure at a distorted geometry.

Geometry as XYZ:
```
66
Properties=species:S:1:pos:R:3
Ba 0.675 0.424 -0.209
O 4.912 -0.870 1.084
C 3.856 -0.513 0.560
N 2.594 -0.599 1.001
C 2.256 -1.254 2.229
C 3.188 -1.704 3.166
C 2.784 -2.365 4.315
C 1.442 -2.611 4.557
C 0.497 -2.182 3.640
C 0.877 -1.498 2.492
N -0.128 -1.197 1.498
C -1.342 -0.791 1.857
O -1.812 -0.450 2.960
C -2.377 -0.770 0.706
C -3.641 -1.293 0.971
C -4.588 -1.293 -0.031
C -4.268 -0.731 -1.260
C -3.004 -0.207 -1.428
N -2.060 -0.239 -0.480
C 4.038 0.136 -0.857
C 5.334 0.308 -1.324
C 5.527 0.838 -2.586
C 4.424 1.185 -3.355
C 3.164 0.995 -2.819
N 2.976 0.481 -1.597
H 4.233 -1.532 2.970
H 3.535 -2.698 5.019
H 1.129 -3.134 5.451
H -0.554 -2.356 3.816
H -3.844 -1.687 1.956
H -5.570 -1.714 0.144
H -4.990 -0.687 -2.063
H -2.725 0.293 -2.348
H 6.144 0.005 -0.677
H 6.528 0.978 -2.970
H 4.530 1.603 -4.346
H 2.272 1.264 -3.373
C -1.171 -3.072 -4.880
C -1.261 -1.594 -4.887
N -1.891 -0.860 -5.750
N -1.674 0.422 -5.325
C -0.928 0.513 -4.212
S -0.449 1.887 -3.383
N -0.666 -0.808 -3.928
N 0.079 -1.226 -2.830
H -1.727 -3.463 -5.727
H -1.589 -3.488 -3.963
H -0.131 -3.391 -4.953
H -2.052 1.205 -5.828
H -0.392 -2.000 -2.373
H 1.007 -1.501 -3.137
N -3.829 1.745 2.997
C -3.384 3.020 2.960
O -4.071 4.004 3.163
C -1.907 3.126 2.712
C -1.092 3.728 3.654
C 0.279 3.668 3.487
C 0.784 3.005 2.381
N 0.003 2.491 1.426
C -1.319 2.562 1.590
H -4.798 1.622 3.241
H -3.168 0.966 3.098
H -1.537 4.199 4.520
H 0.955 4.088 4.217
H 1.853 2.887 2.254
H -1.933 2.131 0.807
```

Summary:
LUMO: -0.24 eV
Frontier orbital gap: 6.609 eV

Mulliken population analysis, charges in e, atoms 1 to 2: number 1, Ba, carries 1.6381; number 2, O, carries -0.7911

---

The following is a DFT calculation (ωB97M-V/def2-TZVPD) of a 2-piece molecular cluster, C3H8S2 overall at a distorted geometry.

Geometry as XYZ:
```
13
Properties=species:S:1:pos:R:3
C -3.092 -0.793 2.136
C -1.836 -0.418 1.947
H -3.612 -1.385 2.883
H -3.860 -0.269 1.562
H -1.021 -1.012 2.351
H -1.666 0.416 1.280
C 1.163 1.697 -1.672
S 1.627 0.495 -0.397
S 0.083 -0.802 -0.577
H 1.960 2.425 -1.828
H 0.394 2.347 -1.217
H 0.642 1.200 -2.485
H 0.947 -1.584 -1.248
```

Summary:
LUMO: 0.66 eV
Frontier orbital gap: 9.506 eV
Structure (SMILES): C=C.CSS

Mulliken population analysis, charges in e, atoms 1 to 2: number 1, C, carries -0.5077; number 2, C, carries -0.4622

---

The following is a DFT calculation (ωB97M-V/def2-TZVPD) of the molecule C15H23FN2.

Geometry as XYZ:
```
41
Properties=species:S:1:pos:R:3
C -1.532 1.462 1.319
C -2.038 0.383 2.284
N -1.634 -0.983 2.054
C -2.229 -1.691 0.945
C -1.414 -1.646 -0.358
C -0.011 -2.177 -0.077
N 0.760 -2.398 -1.289
C 0.908 -1.386 -2.306
C 2.027 -0.328 -2.108
C 1.590 0.967 -1.489
C 2.227 1.473 -0.360
C 1.852 2.686 0.191
C 0.824 3.395 -0.400
F 0.449 4.579 0.131
C 0.172 2.924 -1.525
C 0.565 1.713 -2.064
C 0.625 -1.276 0.991
C -0.244 -1.320 2.258
H -0.447 1.510 1.328
H -1.866 1.270 0.302
H -1.918 2.431 1.626
H -1.711 0.644 3.296
H -3.133 0.394 2.281
H -3.230 -1.292 0.774
H -2.331 -2.743 1.245
H -1.901 -2.260 -1.117
H -1.359 -0.619 -0.720
H -0.118 -3.181 0.362
H 1.660 -2.801 -1.057
H 1.133 -1.930 -3.231
H -0.053 -0.893 -2.444
H 2.442 -0.098 -3.093
H 2.828 -0.771 -1.511
H 3.032 0.914 0.094
H 2.345 3.081 1.066
H -0.623 3.505 -1.966
H 0.073 1.348 -2.953
H 1.631 -1.628 1.235
H 0.697 -0.256 0.616
H 0.167 -0.653 3.019
H -0.213 -2.345 2.654
```

Summary:
LUMO: 0.92 eV
Frontier orbital gap: 8.783 eV
Structure (SMILES): CCN1CCC(NCCc2ccc(F)cc2)CC1

Mulliken population analysis, charges in e, atoms 1 to 2: number 1, C, carries -0.5254; number 2, C, carries -0.9111

---

The following is a DFT calculation (ωB97M-V/def2-TZVPD) of C33H40N6O3Ti as an isolated structure at a distorted geometry.

Geometry as XYZ:
```
83
Properties=species:S:1:pos:R:3
Ti -3.069 -17.271 -8.752
C -0.949 -24.641 -8.413
O -1.877 -23.826 -9.143
C -1.631 -23.620 -10.464
C -1.291 -24.643 -11.381
C -0.999 -24.321 -12.698
C -1.034 -22.970 -13.105
C -1.393 -21.959 -12.195
C -1.733 -22.255 -10.893
N -1.805 -21.189 -9.933
C -2.409 -20.002 -10.008
N -3.184 -19.703 -11.074
C -3.889 -18.552 -11.364
C -3.794 -17.404 -10.523
C -4.150 -16.109 -11.013
C -4.685 -16.018 -12.270
C -5.012 -17.177 -13.051
C -4.467 -18.410 -12.674
O -4.389 -19.548 -13.426
C -4.645 -19.359 -14.840
N -2.284 -19.122 -9.035
C -1.706 -19.362 -7.782
C -2.383 -20.132 -6.815
C -1.929 -20.309 -5.521
C -0.623 -19.928 -5.198
C 0.139 -19.321 -6.174
C -0.376 -18.937 -7.433
O 0.493 -18.226 -8.231
C -0.120 -17.089 -8.832
H -1.235 -24.405 -7.389
H 0.124 -24.409 -8.567
H -1.172 -25.711 -8.613
H -1.368 -25.661 -11.043
H -0.708 -25.119 -13.358
H -0.793 -22.692 -14.161
H -1.334 -20.919 -12.504
H -1.327 -21.374 -9.031
H -3.277 -20.429 -11.773
H -4.023 -15.203 -10.428
H -4.857 -14.986 -12.632
H -5.494 -17.095 -13.998
H -5.605 -18.869 -14.996
H -4.735 -20.402 -15.205
H -3.753 -18.869 -15.331
H -3.373 -20.531 -7.107
H -2.543 -20.899 -4.850
H -0.158 -20.080 -4.205
H 1.177 -19.058 -6.006
H 0.120 -16.126 -8.332
H -1.218 -17.146 -8.880
H 0.178 -17.032 -9.891
C -1.998 -15.441 -5.395
C -1.488 -15.163 -6.671
C -2.355 -15.198 -7.732
N -3.618 -15.679 -7.545
C -4.156 -15.851 -6.317
C -3.331 -15.765 -5.186
H -1.244 -15.389 -4.608
H -0.421 -14.915 -6.813
H -2.135 -14.730 -8.695
H -5.250 -15.913 -6.291
H -3.735 -15.825 -4.201
C -7.124 -10.662 -7.684
C -6.390 -11.863 -6.924
N -5.767 -12.823 -7.817
C -4.781 -12.075 -8.675
C -5.475 -10.876 -9.449
N -6.984 -10.888 -9.172
C -7.548 -12.247 -9.557
C -6.810 -13.343 -8.753
H -6.739 -9.691 -7.449
H -8.219 -10.657 -7.413
H -7.147 -12.347 -6.260
H -5.610 -11.446 -6.243
H -4.357 -12.768 -9.368
H -3.938 -11.669 -8.069
H -5.303 -11.016 -10.527
H -5.101 -9.856 -9.227
H -7.385 -10.088 -9.702
H -7.445 -12.379 -10.617
H -8.644 -12.254 -9.355
H -6.202 -13.971 -9.400
H -7.485 -13.997 -8.161
```

Summary:
Expectation value of S²: 0.76
LUMO (alpha / beta): -9.06 / -8.94 eV
Spin multiplicity: 2
Frontier orbital gap (alpha / beta): 5.373 / 5.503 eV
Charge: +3

Mulliken population analysis, charges in e, atoms 1 to 2: number 1, Ti, carries -0.9103; number 2, C, carries -0.8481

---

The following is a DFT calculation (ωB97M-V/def2-TZVPD) of C10H11N6NiS as an isolated structure.

Geometry as XYZ:
```
29
Properties=species:S:1:pos:R:3
Ni -0.015 0.847 -0.097
N -0.296 4.061 2.604
C -0.025 2.984 1.868
S -0.641 2.914 0.232
N 0.708 2.037 2.413
N 0.905 1.022 1.554
C 1.596 0.003 1.913
C 1.782 -1.014 0.890
C 2.628 -2.100 1.020
C 2.835 -2.919 -0.080
C 2.209 -2.617 -1.278
C 1.357 -1.526 -1.324
N 1.119 -0.763 -0.259
H -0.830 4.821 2.224
H 0.095 4.138 3.528
H 2.041 -0.053 2.899
H 3.134 -2.280 1.958
H 3.499 -3.769 -0.009
H 2.372 -3.211 -2.165
H 0.845 -1.252 -2.237
N -3.662 0.272 -1.866
C -3.145 -0.947 -2.231
C -1.870 -0.954 -1.769
N -1.606 0.242 -1.129
C -2.716 0.956 -1.209
H -4.595 0.601 -2.048
H -3.716 -1.685 -2.763
H -1.152 -1.748 -1.837
H -2.857 1.942 -0.803
```

Summary:
LUMO (alpha / beta): -3.86 / -3.88 eV
Frontier orbital gap (alpha / beta): 7.566 / 7.548 eV
Charge: +1

Mulliken population analysis, charges in e, atoms 1 to 2: number 1, Ni, carries -0.4357; number 2, N, carries -0.3673

---

The following is a DFT calculation (ωB97M-V/def2-TZVPD) of a 2-piece molecular cluster, C2H6IN2O overall at a distorted geometry.

Geometry as XYZ:
```
12
Properties=species:S:1:pos:R:3
C 0.905 -0.442 0.986
C 1.086 1.008 1.081
N -2.749 -1.785 0.487
N 1.311 1.740 0.045
O 1.373 -0.987 0.043
I -1.965 0.062 0.037
H -3.513 -1.762 1.093
H 1.038 1.321 2.112
H -3.381 -1.998 -0.251
H 1.599 2.703 0.037
H 0.387 -1.010 1.844
H 1.390 1.189 -0.838
```

Summary:
LUMO: -6.50 eV
Frontier orbital gap: 6.648 eV
Charge: +1

Mulliken population analysis, charges in e, atoms 1 to 2: number 1, C, carries -0.1140; number 2, C, carries 0.0342